C5H16NS | the ωB97M-V functional and the def2-TZVPD basis

Structure (ORCA input):
```
! RIJCOSX wB97M-V def2-TZVPD def2/J DEFGRID3
* xyz 0 2
C -0.716 -0.185 -0.739
C -1.857 -0.999 -1.311
C -2.849 -0.137 -2.085
N -1.291 -2.087 -2.192
H 0.012 -0.788 -0.199
H -0.171 0.326 -1.532
H -1.086 0.525 0.004
H -2.392 -1.500 -0.507
H -2.366 0.296 -2.960
H -3.174 0.644 -1.397
H -3.721 -0.687 -2.433
H -0.585 -2.654 -1.660
H -2.047 -2.726 -2.540
H -0.815 -1.697 -3.037
C 2.014 2.029 0.414
C 2.339 0.725 1.158
S 1.182 0.486 2.543
H 2.251 2.898 1.029
H 0.960 2.066 0.158
H 2.640 2.080 -0.475
H 2.215 -0.075 0.430
H 3.359 0.734 1.527
H 1.710 -0.635 3.024
*
```

- energy relative to the best compared isomer or geometry (same formula, charge and spin) (kJ/mol) = 0.0
- max |F| (eV/A) = 0.8
- frontier orbital gap (alpha / beta) (eV) = 4.40 / 9.86
- HOMO level (alpha / beta) (eV) = -3.585 / -9.226